Formula: C24H43Cl26N2O5P
Source: the Open Molecules 2025 dataset
Level of theory: ωB97M-V/def2-TZVPD

```
101
Properties=species:S:1:pos:R:3
C 3.518 1.222 -0.530
C 3.027 0.161 -0.282
C 2.671 -1.201 0.182
O 3.957 -1.870 0.307
C 4.290 -2.192 -0.989
O 5.327 -2.524 -1.432
O 3.160 -2.059 -1.836
C 2.069 -2.122 -0.907
C 0.704 -1.745 -1.508
C -0.284 -2.906 -1.711
C -1.573 -2.419 -2.464
C -2.664 -1.855 -1.525
N -3.353 -2.888 -0.747
C -4.520 -2.379 -0.060
C -4.464 -1.295 1.020
O -5.591 -2.842 -0.336
P 2.265 -3.896 -0.146
N 2.149 -5.035 -1.471
O 0.990 -4.135 0.897
H 3.984 2.180 -0.456
H 2.092 -1.245 1.108
H 0.915 -1.345 -2.511
H 0.186 -0.939 -0.972
H 0.138 -3.748 -2.271
H -0.641 -3.330 -0.759
H -1.239 -1.559 -3.062
H -1.965 -3.189 -3.135
H -3.416 -1.295 -2.096
H -2.151 -1.099 -0.891
H -2.732 -3.319 -0.068
H -3.729 -1.515 1.798
H -4.255 -0.324 0.551
H -5.439 -1.206 1.524
H 1.808 -5.906 -1.043
H 3.118 -5.254 -1.697
H 1.245 -4.740 1.599
C 4.381 4.816 1.956
Cl 4.928 4.912 0.277
Cl 3.965 3.159 2.406
H 5.177 5.167 2.605
H 3.503 5.442 2.073
C 0.833 1.967 -3.946
Cl 2.331 1.025 -3.972
Cl -0.471 1.092 -3.122
H 1.011 2.894 -3.422
H 0.532 2.167 -4.968
C -0.863 -2.419 3.275
Cl -2.308 -2.024 4.199
Cl -0.981 -1.789 1.627
H 0.001 -1.970 3.759
H -0.754 -3.499 3.238
C 0.277 0.397 6.658
Cl -0.831 1.451 5.773
Cl 0.860 -0.928 5.634
H 1.124 0.979 6.989
H -0.241 -0.022 7.513
C 0.111 6.213 -4.101
Cl 1.603 5.264 -4.085
Cl -1.197 5.370 -3.265
H 0.294 7.160 -3.605
H -0.183 6.382 -5.132
C -8.902 -1.412 0.644
Cl -7.884 -0.031 1.070
Cl -9.624 -2.154 2.078
H -9.696 -1.071 -0.011
H -8.288 -2.150 0.137
C 1.780 -8.973 -1.715
Cl 1.925 -8.001 -0.238
Cl 1.827 -7.972 -3.166
H 2.604 -9.676 -1.747
H 0.836 -9.506 -1.687
C 1.470 -1.643 10.092
Cl 2.367 -0.404 9.208
Cl -0.271 -1.318 10.085
H 1.647 -2.605 9.623
H 1.817 -1.660 11.119
C 5.787 7.731 -2.828
Cl 5.450 5.998 -2.748
Cl 6.197 8.390 -1.240
H 6.622 7.893 -3.500
H 4.905 8.241 -3.200
C 1.594 2.000 -7.934
Cl 1.706 3.018 -6.494
Cl 1.622 2.965 -9.418
H 2.436 1.317 -7.945
H 0.664 1.442 -7.897
C -1.637 2.471 -10.844
Cl -2.695 1.660 -9.681
Cl -1.535 1.574 -12.364
H -2.032 3.460 -11.048
H -0.644 2.544 -10.415
C -0.393 2.696 9.998
Cl 0.857 2.846 8.757
Cl 0.037 3.583 11.465
H -1.322 3.095 9.606
H -0.513 1.646 10.246
C -4.410 2.121 3.918
Cl -3.343 0.816 3.389
Cl -3.673 3.710 3.666
H -5.334 2.071 3.351
H -4.616 1.996 4.975
```

F_max (eV Å⁻¹): 1.995
HOMO level (eV): -7.59
LUMO energy (eV): 0.14
Orbital gap (eV): 7.730



Formula: C28H40MgN6S
Source: the Open Molecules 2025 dataset
Level of theory: ωB97M-V/def2-TZVPD

```
76
Properties=species:S:1:pos:R:3
Mg -0.176 -0.395 -0.232
C 2.512 2.304 0.465
C 3.121 1.920 -0.887
C 2.364 0.830 -1.683
N 0.945 0.858 -1.456
C 0.234 1.768 -2.076
C 0.597 2.441 -3.260
C 0.061 3.568 -3.846
C -0.771 4.515 -3.270
C -1.438 4.377 -2.060
C -1.673 3.206 -1.375
C -1.139 1.911 -1.583
N -1.731 0.787 -1.279
C -3.159 0.839 -1.083
C -3.541 0.820 0.391
C -3.023 -0.471 1.028
N -1.612 -0.386 1.277
C -1.185 0.067 2.435
C -2.047 0.617 3.414
C -1.897 0.800 4.769
C -0.829 0.451 5.579
C 0.415 0.035 5.137
C 0.905 -0.053 3.851
C 0.277 0.005 2.586
N 0.928 -0.113 1.448
C 2.367 -0.055 1.446
C 2.885 1.378 1.619
H 1.424 2.351 0.375
H 2.864 3.309 0.719
H 4.153 1.587 -0.748
H 3.136 2.825 -1.498
H 2.716 -0.161 -1.409
H 2.615 0.974 -2.743
H 1.370 1.945 -3.837
H 0.429 3.797 -4.841
H -0.900 5.451 -3.798
H -1.932 5.266 -1.681
H -2.346 3.287 -0.530
H -3.601 -0.037 -1.577
H -3.578 1.732 -1.568
H -4.624 0.902 0.497
H -3.075 1.673 0.887
H -3.192 -1.294 0.326
H -3.581 -0.706 1.944
H -3.010 0.935 3.037
H -2.758 1.223 5.277
H -0.969 0.540 6.647
H 1.137 -0.193 5.913
H 1.961 -0.284 3.818
H 2.708 -0.452 0.498
H 2.806 -0.689 2.232
H 3.973 1.345 1.724
H 2.464 1.788 2.543
C -1.030 -3.537 -0.491
C -1.470 -2.697 -1.701
N -0.465 -1.699 -1.993
C 0.524 -2.060 -2.984
C 1.575 -3.065 -2.515
S 2.419 -2.579 -0.962
C 1.915 -3.839 0.251
C 0.757 -3.401 1.150
N -0.272 -2.704 0.416
H -0.390 -4.352 -0.830
H -1.908 -3.991 -0.013
H -2.400 -2.181 -1.459
H -1.657 -3.360 -2.561
H -0.921 -0.841 -2.285
H 1.042 -1.140 -3.262
H 0.049 -2.487 -3.885
H 2.362 -3.119 -3.271
H 1.171 -4.065 -2.380
H 2.799 -4.014 0.861
H 1.701 -4.758 -0.290
H 1.138 -2.716 1.906
H 0.370 -4.298 1.666
H -0.889 -2.231 1.068
```

F_max (eV Å⁻¹): 0.807
HOMO level (eV): -6.48
LUMO energy (eV): 0.48
Orbital gap (eV): 6.961



Formula: C19H19IMnN5O2S
Source: the Open Molecules 2025 dataset
Level of theory: ωB97M-V/def2-TZVPD

```
48
Properties=species:S:1:pos:R:3
Mn -0.076 -0.412 0.369
O 1.802 -0.826 -0.375
N 2.391 -1.979 -0.012
C 2.652 -2.146 1.306
C 3.271 -3.266 1.775
C 3.629 -4.253 0.842
C 3.354 -4.065 -0.480
C 2.704 -2.900 -0.975
S 2.361 -2.673 -2.612
H 2.294 -1.321 1.908
H 3.451 -3.373 2.834
H 4.120 -5.164 1.161
H 3.616 -4.807 -1.220
C 1.945 3.487 -0.186
C 0.887 4.413 -0.047
C -0.384 3.960 0.139
C -0.642 2.561 0.181
N 0.392 1.676 0.007
C 1.637 2.147 -0.140
C -1.924 2.000 0.425
C -3.114 2.770 0.531
C -4.314 2.151 0.715
C -4.372 0.744 0.807
C -3.186 0.050 0.726
N -1.994 0.628 0.553
H 2.968 3.802 -0.329
H 1.079 5.479 -0.073
H -1.194 4.663 0.272
H 2.393 1.380 -0.246
H -3.071 3.847 0.450
H -5.217 2.746 0.784
H -5.301 0.212 0.949
H -3.160 -1.029 0.811
I -0.947 -2.930 0.886
C -0.398 -0.212 3.180
O 0.457 -0.179 2.075
H 0.219 -0.232 4.087
H -1.045 -1.096 3.178
H -1.036 0.684 3.218
N -1.050 -1.408 -3.633
C -0.512 -0.167 -3.856
C -0.243 0.348 -2.631
N -0.585 -0.572 -1.664
C -1.051 -1.619 -2.307
H -1.276 -2.099 -4.324
H -0.357 0.223 -4.845
H 0.194 1.291 -2.374
H -1.364 -2.534 -1.838
```

⟨S²⟩: 8.8242
F_max (eV Å⁻¹): 0.592
Energy above the lowest of the compared OMol25 structures with the same formula, charge and spin (kcal/mol): 0.0
Total charge: -1
HOMO level (spin up / spin down) (eV): -2.30 / -4.15
LUMO energy (spin up / spin down) (eV): 2.68 / 2.75
Orbital gap (spin up / spin down) (eV): 4.974 / 6.896
Multiplicity: 6



Formula: C3H11N2
Source: the Open Molecules 2025 dataset
Level of theory: ωB97M-V/def2-TZVPD

```
16
Properties=species:S:1:pos:R:3
C -1.914 0.841 0.226
C -0.815 1.645 -0.445
H -1.712 -0.229 0.322
H -2.817 0.810 -0.395
H -2.311 1.246 1.153
H -1.233 2.635 -0.637
H 0.147 1.744 0.050
H -0.674 1.336 -1.489
N 1.204 -0.854 -0.923
C 1.124 -1.053 0.364
N 1.663 -1.990 1.103
H 1.749 -1.473 -1.510
H 0.958 0.053 -1.309
H 0.608 -0.214 0.809
H 1.774 -1.862 2.093
H 2.250 -2.637 0.589
```

F_max (eV Å⁻¹): 2.049
Energy above the lowest of the compared OMol25 structures with the same formula, charge and spin (kcal/mol): 12.5
Total charge: +1
HOMO level (eV): -15.51
LUMO energy (eV): -3.86
Orbital gap (eV): 11.642



Formula: C44H88O16S5
Source: the Open Molecules 2025 dataset
Level of theory: ωB97M-V/def2-TZVPD

```
153
Properties=species:S:1:pos:R:3
C 7.634 14.391 14.050
C 9.151 14.605 13.858
C 9.698 13.177 13.938
O 8.770 12.501 14.817
C 7.458 12.945 14.455
H 7.047 14.490 13.125
H 7.214 15.097 14.762
H 9.555 15.241 14.677
H 9.402 15.020 12.884
H 10.690 13.088 14.385
H 9.744 12.678 12.920
H 6.799 12.831 15.296
H 7.067 12.422 13.600
C 12.925 14.849 18.297
C 11.968 13.856 17.579
C 10.985 14.847 16.923
O 10.887 15.929 17.889
C 12.215 16.211 18.325
H 13.891 14.952 17.838
H 13.121 14.586 19.327
H 11.467 13.215 18.292
H 12.467 13.291 16.808
H 9.990 14.402 16.909
H 11.229 15.106 15.913
H 12.204 16.679 19.344
H 12.699 16.920 17.623
C 17.177 12.357 18.077
C 17.426 11.567 16.826
C 18.868 11.093 17.008
O 19.357 11.538 18.246
C 18.172 11.737 19.055
H 16.155 12.336 18.473
H 17.439 13.408 18.018
H 17.229 12.076 15.878
H 16.778 10.684 16.868
H 19.548 11.438 16.199
H 18.849 9.998 16.941
H 18.453 12.363 19.879
H 17.857 10.744 19.442
C 12.231 8.365 12.460
C 12.104 9.803 12.865
C 11.053 9.698 13.914
O 11.415 8.552 14.659
C 11.951 7.594 13.745
H 13.243 8.146 12.087
H 11.474 8.039 11.712
H 11.808 10.461 12.026
H 12.986 10.277 13.258
H 10.013 9.610 13.562
H 11.063 10.505 14.647
H 11.181 6.833 13.568
H 12.817 7.116 14.221
C 15.679 19.509 11.775
C 16.274 19.270 10.406
C 15.240 18.440 9.690
O 14.739 17.585 10.753
C 14.493 18.480 11.865
H 15.328 20.504 11.969
H 16.420 19.313 12.509
H 17.198 18.715 10.537
H 16.559 20.201 9.912
H 15.551 17.807 8.886
H 14.367 19.031 9.315
H 14.527 17.897 12.763
H 13.561 19.043 11.926
C 14.661 14.266 14.848
C 13.813 14.060 13.590
C 12.913 15.287 13.572
O 13.545 16.256 14.478
C 14.817 15.732 14.893
H 15.606 13.788 14.792
H 14.157 13.861 15.750
H 13.237 13.131 13.662
H 14.564 14.067 12.817
H 11.906 15.078 13.921
H 12.843 15.804 12.635
H 15.179 16.183 15.805
H 15.546 15.991 14.088
C 16.917 10.366 10.541
C 18.380 9.844 10.564
C 19.197 10.855 11.432
S 18.056 11.219 12.837
O 17.825 12.640 12.975
O 18.405 10.455 13.989
C 16.513 10.502 12.004
H 16.272 9.606 10.073
H 16.795 11.270 9.922
H 18.673 9.968 9.510
H 18.523 8.808 10.854
H 19.280 11.785 10.878
H 20.158 10.545 11.850
H 15.647 11.144 12.201
H 16.322 9.519 12.423
C 16.988 15.578 11.385
C 17.996 16.066 12.406
C 19.411 15.452 12.070
S 19.360 15.145 10.276
O 19.410 13.687 10.041
O 20.311 16.024 9.661
C 17.654 15.756 10.026
H 16.085 16.223 11.465
H 16.689 14.548 11.546
H 17.723 15.837 13.443
H 18.120 17.171 12.361
H 19.463 14.515 12.598
H 20.292 16.081 12.236
H 17.186 15.232 9.172
H 17.642 16.841 9.794
C 14.300 12.652 8.476
C 13.949 13.200 9.889
C 13.615 14.693 9.844
S 13.872 15.140 8.108
O 15.308 15.323 8.041
O 13.053 16.185 7.550
C 13.605 13.498 7.433
H 14.039 11.611 8.451
H 15.363 12.639 8.376
H 14.799 13.101 10.549
H 13.079 12.683 10.275
H 14.258 15.325 10.436
H 12.565 15.018 10.029
H 13.993 13.328 6.425
H 12.529 13.271 7.436
C 8.423 18.316 9.637
C 9.594 18.393 8.613
C 10.854 18.028 9.312
S 10.322 16.566 10.327
O 10.916 16.598 11.668
O 10.477 15.339 9.510
C 8.559 17.037 10.427
H 7.507 18.381 9.036
H 8.554 19.181 10.307
H 9.635 19.333 8.077
H 9.429 17.605 7.861
H 11.179 18.752 10.070
H 11.726 17.666 8.735
H 8.300 17.210 11.469
H 7.888 16.316 9.956
C 10.655 18.191 14.816
C 9.226 18.313 14.445
C 8.882 19.780 14.164
S 10.427 20.339 13.257
O 10.898 21.595 13.777
O 10.179 20.167 11.835
C 11.557 18.934 13.778
H 10.999 17.149 14.774
H 10.825 18.479 15.845
H 8.606 17.886 15.258
H 8.969 17.749 13.550
H 8.807 20.365 15.063
H 7.974 19.962 13.586
H 12.525 19.282 14.141
H 11.666 18.289 12.936
```

F_max (eV Å⁻¹): 2.729
Energy above the lowest of the compared OMol25 structures with the same formula, charge and spin (kcal/mol): 0.0
HOMO level (eV): -9.30
LUMO energy (eV): 0.19
Orbital gap (eV): 9.484
SMILES: O=S1(=O)CCCC1.O=S1(=O)CCCC1.O=S1(=O)CCCC1.O=S1(=O)CCCC1.O=S1(=O)CCCC1.C1CCOC1.C1CCOC1.C1CCOC1.C1CCOC1.C1CCOC1.C1CCOC1



Formula: C42H49Cl5InN5O2SSb
Source: the Open Molecules 2025 dataset
Level of theory: ωB97M-V/def2-TZVPD

```
106
Properties=species:S:1:pos:R:3
In 0.191 -0.463 -0.647
C -0.971 -2.229 -1.460
C -2.286 -1.733 -0.929
C -2.979 -1.212 -1.996
C -2.228 -1.534 -3.196
C -1.067 -2.177 -2.927
C -0.191 -2.841 -3.973
C 1.295 -2.624 -3.720
C -0.535 -2.307 -5.366
C -0.469 -4.352 -3.941
C -4.327 -0.493 -2.104
C -4.411 0.738 -1.183
C -4.537 0.038 -3.532
C -5.486 -1.471 -1.844
C -2.722 -2.207 0.462
C -1.520 -2.409 1.395
C -3.377 -3.587 0.259
C -3.683 -1.299 1.234
H -0.497 -3.075 -0.972
H -2.571 -1.297 -4.188
H 1.524 -1.567 -3.569
H 1.879 -2.980 -4.572
H 1.631 -3.167 -2.845
H -0.405 -1.223 -5.421
H -1.561 -2.540 -5.649
H 0.122 -2.765 -6.107
H -0.254 -4.770 -2.956
H 0.157 -4.871 -4.670
H -1.515 -4.557 -4.176
H -3.978 1.606 -1.683
H -3.880 0.609 -0.245
H -5.453 0.976 -0.962
H -3.710 0.679 -3.848
H -5.450 0.636 -3.553
H -4.655 -0.764 -4.261
H -5.541 -1.810 -0.813
H -5.385 -2.352 -2.479
H -6.435 -0.989 -2.084
H -0.831 -3.176 1.043
H -1.878 -2.720 2.378
H -0.972 -1.471 1.534
H -2.710 -4.257 -0.286
H -4.300 -3.504 -0.311
H -3.608 -4.043 1.224
H -3.206 -0.352 1.495
H -3.959 -1.798 2.165
H -4.600 -1.082 0.699
Cl -1.693 1.928 2.034
C -1.656 2.318 0.333
C -1.014 1.494 -0.576
C -1.074 1.948 -1.890
Cl -0.270 0.990 -3.108
C -1.721 3.100 -2.314
Cl -1.709 3.570 -3.968
C -2.384 3.872 -1.366
Cl -3.252 5.271 -1.845
C -2.341 3.483 -0.031
Cl -3.146 4.447 1.142
N 0.598 0.064 2.409
N 0.970 -1.105 3.075
C 1.557 -2.091 2.377
N 1.953 -3.174 3.038
N 1.653 -1.838 1.066
N 2.421 -2.666 0.292
O 3.087 -3.583 0.752
O 2.403 -2.378 -0.888
H 1.336 0.761 2.463
H -0.256 0.430 2.806
H 0.885 -1.174 4.077
H 1.806 -3.256 4.029
H 2.500 -3.858 2.535
S 2.460 0.777 -0.553
Sb 2.767 2.610 -1.917
C 2.944 2.218 -3.965
C 2.968 3.265 -4.879
C 3.152 2.982 -6.226
C 3.319 1.670 -6.644
C 3.317 0.633 -5.722
C 3.130 0.905 -4.375
C 4.672 3.316 -1.404
C 4.836 4.598 -0.894
C 6.114 5.059 -0.607
C 7.212 4.243 -0.828
C 7.043 2.961 -1.336
C 5.772 2.494 -1.628
C 1.461 4.168 -1.398
C 0.981 5.099 -2.312
C 0.191 6.149 -1.866
C -0.126 6.258 -0.520
C 0.350 5.324 0.389
C 1.148 4.276 -0.046
H 2.863 4.294 -4.562
H 3.169 3.788 -6.946
H 3.459 1.455 -7.695
H 3.461 -0.388 -6.048
H 3.123 0.099 -3.653
H 3.979 5.238 -0.718
H 6.249 6.056 -0.210
H 8.206 4.606 -0.605
H 7.903 2.327 -1.505
H 5.646 1.492 -2.023
H 1.204 5.014 -3.367
H -0.185 6.874 -2.574
H -0.755 7.070 -0.180
H 0.098 5.410 1.438
H 1.515 3.542 0.663
```

F_max (eV Å⁻¹): 0.483
Energy above the lowest of the compared OMol25 structures with the same formula, charge and spin (kcal/mol): 15.4
Total charge: +1
HOMO level (eV): -9.62
LUMO energy (eV): -2.44
Orbital gap (eV): 7.186